ORCA calculation (the ωB97M-V functional and the def2-TZVPD basis) on C42H41IrNO2P2S2 as an isolated structure in a non-equilibrium geometry.

## Properties
Gap between HOMO and LUMO (spin up / spin down), eV: 5.86 / 4.56
Energy above the lowest of the compared OMol25 structures with the same formula, charge and spin, kcal/mol: 58.16
Total energy, Ha: -3412.7403

```
! RIJCOSX wB97M-V def2-TZVPD def2/J DEFGRID3
* xyz 2 6
Ir 0.98 -0.66 -1.94
C -2.07 -0.30 4.46
C -2.59 -0.21 3.09
C -2.87 1.06 2.47
C -1.65 1.80 1.76
C -0.38 1.69 2.51
C -0.30 1.85 3.85
C -1.41 2.15 4.79
C -2.27 0.96 5.28
C 1.97 -0.58 -0.17
H -2.48 -1.19 4.95
H -2.67 -1.12 2.50
H -3.31 1.78 3.17
H -3.61 0.88 1.68
H -1.53 1.33 0.76
H -1.88 2.88 1.64
H 0.54 1.57 1.95
H 0.71 1.91 4.27
H -2.05 2.91 4.35
H -0.93 2.61 5.66
H -2.08 0.76 6.33
H -3.33 1.24 5.20
H 1.27 -0.64 0.68
H 2.62 0.31 -0.10
H 2.58 -1.49 -0.26
P -0.18 -1.76 -3.51
P 1.57 0.67 -3.59
C -0.97 -0.18 -4.02
C -0.11 0.83 -4.32
C -0.36 -3.01 -4.81
C -1.50 -2.78 -5.60
C -1.85 -3.67 -6.60
C -1.10 -4.83 -6.80
C 0.01 -5.09 -5.98
C 0.39 -4.19 -4.97
C -1.29 -2.32 -2.17
C -0.79 -1.66 -1.09
C -1.43 -1.65 0.16
C -2.64 -2.38 0.23
C -3.07 -3.18 -0.83
C -2.36 -3.22 -2.03
C 2.62 0.79 -5.12
C 2.44 -0.12 -6.18
C 2.77 0.26 -7.49
C 3.34 1.51 -7.76
C 3.62 2.37 -6.70
C 3.33 1.99 -5.38
C 2.02 2.24 -2.76
C 3.25 2.42 -2.09
C 3.54 3.67 -1.52
C 2.61 4.72 -1.62
C 1.39 4.51 -2.26
C 1.08 3.27 -2.81
H -2.06 -0.09 -3.95
H -0.30 1.66 -5.03
H -2.09 -1.89 -5.43
H -2.72 -3.47 -7.21
H -1.39 -5.54 -7.58
H 0.57 -6.01 -6.12
H 1.24 -4.40 -4.32
H 0.33 0.67 -1.23
H -1.02 -1.12 1.01
H -3.22 -2.35 1.16
H -3.97 -3.77 -0.71
H -2.58 -3.96 -2.80
H 2.00 -1.10 -5.98
H 2.56 -0.42 -8.32
H 3.55 1.82 -8.79
H 4.06 3.35 -6.88
H 3.58 2.67 -4.57
H 3.95 1.58 -2.01
H 4.48 3.82 -0.99
H 2.84 5.69 -1.18
H 0.65 5.32 -2.33
H 0.12 3.09 -3.29
O 1.04 2.58 7.58
S 1.59 1.26 7.36
O 2.98 1.02 7.62
N 1.20 0.74 5.81
C 0.35 -0.26 5.79
S -0.28 -0.75 4.25
C -0.03 -0.78 7.09
C -1.01 -1.73 7.40
C -1.44 -1.84 8.72
C -0.90 -1.01 9.71
C 0.11 -0.08 9.40
C 0.53 0.03 8.08
H -1.40 -2.34 6.59
H -2.22 -2.56 8.99
H -1.28 -1.07 10.74
H 0.56 0.55 10.16
*
```

ORCA calculation (the ωB97M-V functional and the def2-TZVPD basis) on C3H8N2O3PS as an isolated structure in a non-equilibrium geometry.

## Properties
Gap between HOMO and LUMO, eV: 8.84
Energy above the lowest of the compared OMol25 structures with the same formula, charge and spin, kcal/mol: 28.06
Total energy, Ha: -1193.6262

```
! RIJCOSX wB97M-V def2-TZVPD def2/J DEFGRID3
* xyz 1 1
C 0.16 1.16 0.27
C 0.70 -0.37 -0.94
C 0.95 -0.11 0.66
N 0.07 0.97 -1.00
N 0.00 -1.05 1.48
O -0.21 2.12 1.17
O -1.03 2.56 -2.97
O -1.96 3.16 -0.59
P -2.01 2.20 -1.74
S -3.35 0.81 -2.07
H 1.58 -0.62 -1.70
H -0.02 -1.11 -1.10
H 1.98 -0.10 0.99
H -0.85 -0.94 0.91
H -0.10 -0.95 2.48
H 0.42 -1.96 1.44
H -1.26 1.73 -3.44
H -0.75 2.77 0.61
*
```

Question: Number 2 is which compound?
Answer: C3H8N2O3PS

Question: total energy of number 1 (C42H41IrNO2P2S2)?
Answer: -3412.7403 Ha

Question: Which formula does entry 1 have?
Answer: C42H41IrNO2P2S2

Question: Look up the total energy of the first one.
Answer: -3412.7403 Ha